Here is a structure of composition C21H22BBr2F2N4OSV in a non-equilibrium geometry from the OMol25 dataset. Energies are from ωB97M-V/def2-TZVPD.

XYZ file:
```
55
Properties=species:S:1:pos:R:3:forces:R:3
C -2.25743 -1.47825 3.74085 -0.041 -0.028 0.070
H -4.69498 -0.80122 3.51752 0.006 0.008 -0.003
H 1.04039 5.23901 0.77074 -0.010 0.015 -0.011
C 2.49956 -0.30540 -1.77965 -0.045 -0.118 -0.166
Br 0.94939 -5.08070 -3.49056 0.023 -0.203 -0.159
C 0.61797 -0.71371 0.66004 -0.383 -0.307 -0.158
H -4.71397 -0.82348 1.75712 0.018 -0.015 0.009
H -4.33795 0.66748 2.61764 0.027 -0.021 -0.003
C -0.43629 -2.58523 5.09415 -0.010 0.008 -0.069
F -2.75966 2.65315 -1.42656 0.062 -0.116 0.034
N 0.72654 -1.77136 -0.41375 0.142 0.388 -0.052
H 4.27547 2.81936 -3.13413 0.014 -0.023 0.004
C -4.19855 -0.41672 2.62930 0.027 0.024 0.042
H 1.01187 -2.64461 0.06462 -0.007 -0.002 0.034
C 3.87711 -0.33921 -1.97157 -0.064 -0.212 0.205
C 2.43858 1.89988 -2.53686 0.145 -0.204 0.139
C -0.49957 -0.93812 1.64685 -0.168 -0.042 -0.008
V -0.14950 0.75242 -1.53990 -0.001 -0.294 0.296
H 0.48707 -3.13393 4.91081 -0.011 0.012 -0.019
C 1.74411 -1.55062 -1.49999 -0.038 0.163 0.211
Br 6.36643 0.76333 -2.68673 0.276 -0.007 -0.046
H -0.63137 5.39380 -2.30550 0.016 0.022 0.009
C -0.92886 -1.89565 3.85226 0.012 -0.087 0.104
C -2.50070 0.23362 0.51337 0.708 0.242 -0.824
N -0.41612 4.46988 -1.96656 -0.067 -0.334 -0.005
S 0.30012 2.76117 -0.01099 -0.044 0.192 -0.322
O -1.92680 0.47803 -0.70690 -1.052 0.004 0.270
C -0.08757 -1.61645 2.78699 -0.041 -0.017 0.053
H -1.42188 -1.79630 -0.58246 0.027 0.058 0.031
C 1.84530 -2.64096 -2.31884 0.122 0.020 -0.150
N 0.60359 5.36239 -0.12667 0.013 -0.123 0.053
H 1.58154 -0.70881 1.16339 0.027 0.069 0.045
C -2.74139 -0.79855 2.64978 0.084 0.046 -0.120
H 0.53191 0.27481 0.22109 0.222 0.346 -0.031
C 4.52041 0.78672 -2.44621 -0.074 0.006 -0.013
H 2.66518 -2.69463 -3.02658 -0.047 -0.002 0.000
C -0.44773 -3.10888 -1.97241 -0.096 0.129 -0.031
H -2.94445 -1.70168 4.55090 0.039 0.007 -0.018
H -0.96649 3.70484 -2.33328 -0.016 0.068 0.018
N 1.80383 0.81455 -2.06666 0.809 0.134 -0.389
C -1.87177 -0.48013 1.53935 0.092 -0.130 0.334
C 0.13354 4.28782 -0.76496 0.036 0.060 0.162
H -0.23782 -1.85901 5.88564 -0.011 0.009 -0.009
C 3.79771 1.93288 -2.74401 -0.063 0.068 -0.059
H -1.17913 -3.28570 5.47658 0.004 0.011 -0.020
H 0.46854 6.29811 -0.47074 -0.008 0.000 -0.013
H -1.36425 -3.56268 -2.32800 0.033 -0.029 0.031
C -0.52603 -1.99912 -1.14274 0.005 -0.031 -0.282
H 0.95154 -1.92726 2.85721 -0.020 0.021 0.004
B -2.08801 1.51697 -1.76978 -0.707 0.152 0.181
F -2.43881 0.98090 -2.99636 0.071 -0.080 0.257
H -3.50460 0.60540 0.59397 -0.083 0.029 0.044
C 0.78476 -3.55359 -2.41648 0.061 0.082 0.212
H 1.82427 2.76040 -2.76985 -0.038 -0.003 0.083
H 4.42495 -1.24499 -1.75447 0.024 0.035 0.046
```
Positions in Å, forces in eV/Å.

The calculated total energy is -7822.30574 a.u. Its expectation value of S² is 3.96. Its spin multiplicity is 4. The molar mass is 638.061 g/mol. The HOMO energy (alpha / beta) comes out at -9.45 / -10.01 eV. As for the net charge: +1.

For each atom in turn, the natural (NBO) charge in e is: -0.1923, 0.2314, 0.4287, 0.2023, 0.0935, -0.1792, 0.2263, 0.2260, -0.6334, -0.5106, -0.3775, 0.2522, -0.6455, 0.4105, -0.2539, 0.0872, -0.0937, 0.9415, 0.2205, -0.0500, 0.1551, 0.4085, 0.0090, 0.1719, -0.7648, -0.2488, -0.7578, -0.1886, 0.2443, -0.1761, -0.7570, 0.2474, 0.0343, 0.1593, -0.0300, 0.2457, -0.1617, 0.2186, 0.4305, -0.5658, -0.0814, 0.3658, 0.2328, -0.2713, 0.2303, 0.4079, 0.2514, -0.2953, 0.2047, 0.9677, -0.4964, 0.2087, -0.2473, 0.2118, 0.2526